Below is C6H12AlCl4F4IO2P as an isolated structure at a distorted geometry, with properties calculated with ωB97M-V/def2-TZVPD.

Each line ends with the Löwdin charge.
Atoms and positions in Å:
O (4.31, -4.46, 1.05)  -0.41
P (4.65, -2.87, 1.47)  0.60
O (4.77, -2.11, -0.01)  -0.40
Al (2.61, -2.08, 2.39)  -0.14
I (3.06, 0.33, 3.29)  0.17
C (1.14, -2.00, 0.94)  -0.54
F (0.21, -1.00, 1.13)  -0.03
F (1.65, -1.77, -0.29)  0.03
C (0.29, -3.23, 0.76)  -0.44
F (1.00, -4.19, 0.18)  0.09
F (-0.14, -3.69, 1.93)  0.07
H (4.79, -5.05, 1.64)  0.01
H (5.66, -1.73, -0.05)  0.01
H (2.26, -3.00, 3.63)  -0.11
H (-0.55, -3.00, 0.11)  0.16
Cl (-0.20, 3.22, 2.65)  0.52
C (-0.95, 1.70, 2.09)  -0.66
C (-1.44, 1.79, 0.67)  -0.67
Cl (-2.85, 2.88, 0.52)  0.53
H (-1.75, 1.45, 2.78)  0.07
H (-0.18, 0.93, 2.15)  0.03
H (-1.77, 0.81, 0.33)  0.06
H (-0.67, 2.15, 0.00)  0.07
Cl (-1.91, 4.55, -4.43)  0.53
C (-3.32, 3.48, -4.34)  -0.67
C (-3.41, 2.76, -3.02)  -0.68
Cl (-2.11, 1.56, -2.81)  0.56
H (-3.26, 2.78, -5.17)  0.06
H (-4.20, 4.10, -4.47)  0.07
H (-4.35, 2.22, -2.96)  0.07
H (-3.36, 3.45, -2.18)  0.02

Summary:
Spin multiplicity: 1
Total energy in hartree: -3508.201594
Charge: -1
Kohn-Sham gap in eV: 6.364
Molecular weight in g mol⁻¹: 518.8

=====

Below is C33H45N4OS2Zn as an isolated structure at a distorted geometry, with properties calculated with ωB97M-V/def2-TZVPD.

Each line ends with the Löwdin charge.
Atoms and positions in Å:
Zn (0.65, 0.20, -0.68)  0.47
C (2.67, -3.32, -0.91)  -0.06
C (2.73, -2.56, 0.44)  -0.37
C (4.07, -2.65, 1.26)  -0.06
C (1.52, -3.01, 1.28)  -0.12
C (1.68, -4.25, 1.96)  -0.08
C (0.66, -4.81, 2.68)  -0.13
C (-0.60, -4.24, 2.64)  -0.07
C (-0.85, -3.04, 1.94)  -0.13
C (-2.28, -2.53, 1.91)  -0.37
C (-3.07, -3.45, 0.99)  -0.08
C (-2.90, -2.45, 3.32)  -0.08
C (0.29, -2.28, 1.47)  -0.17
N (0.24, -0.91, 1.17)  -0.07
C (-0.16, 0.03, 2.05)  -0.27
C (-0.68, 1.26, 1.67)  -0.28
N (-0.69, 1.64, 0.40)  -0.03
C (-1.58, 2.69, 0.02)  -0.18
C (-2.96, 2.65, 0.39)  -0.12
C (-3.56, 3.91, 0.69)  -0.05
C (-2.92, 5.13, 0.38)  -0.12
C (-1.69, 5.12, -0.27)  -0.08
C (-1.07, 3.90, -0.54)  -0.16
C (0.05, 3.96, -1.54)  -0.35
C (1.54, 3.93, -0.99)  -0.06
C (-0.03, 2.89, -2.65)  -0.06
C (-3.82, 1.38, 0.55)  -0.32
C (-3.51, 0.15, -0.33)  -0.08
C (-4.02, 0.84, 2.00)  -0.08
H (3.29, -2.80, -1.63)  0.07
H (1.65, -3.16, -1.24)  0.03
H (2.90, -4.40, -0.78)  0.09
H (2.57, -1.52, 0.24)  0.06
H (4.25, -3.70, 1.43)  0.05
H (4.00, -2.09, 2.25)  0.10
H (4.87, -2.17, 0.74)  0.05
H (2.65, -4.75, 1.89)  0.09
H (0.84, -5.74, 3.19)  0.08
H (-1.41, -4.80, 3.11)  0.10
H (-2.34, -1.49, 1.56)  0.09
H (-3.33, -4.41, 1.49)  0.08
H (-2.48, -3.71, 0.10)  0.09
H (-4.00, -3.02, 0.58)  0.06
H (-3.02, -3.41, 3.79)  0.05
H (-3.87, -2.03, 3.38)  0.05
H (-2.28, -1.86, 4.02)  0.09
H (-0.17, -0.16, 3.15)  0.10
H (-1.20, 1.85, 2.43)  0.10
H (-4.55, 3.95, 1.09)  0.09
H (-3.40, 6.03, 0.72)  0.07
H (-1.24, 6.05, -0.74)  0.12
H (0.02, 4.96, -1.98)  0.11
H (1.81, 2.99, -0.49)  0.04
H (1.68, 4.74, -0.23)  0.08
H (2.21, 4.19, -1.80)  0.06
H (0.29, 1.89, -2.26)  0.02
H (0.72, 3.16, -3.44)  0.09
H (-1.01, 2.74, -3.11)  0.08
H (-4.84, 1.70, 0.19)  0.13
H (-2.43, 0.02, -0.57)  0.04
H (-4.00, 0.19, -1.30)  0.05
H (-3.87, -0.82, 0.08)  0.06
H (-3.12, 0.37, 2.41)  0.05
H (-4.79, 0.08, 2.06)  0.06
H (-4.32, 1.65, 2.68)  0.07
N (6.52, 1.79, -1.15)  0.12
C (5.24, 1.36, -1.01)  -0.30
C (4.42, 1.17, -2.15)  -0.02
C (3.11, 0.82, -2.04)  -0.11
N (2.48, 0.76, -0.77)  -0.06
C (3.23, 1.08, 0.31)  -0.13
C (4.59, 1.30, 0.25)  -0.01
H (6.92, 1.68, -2.09)  0.11
H (7.20, 1.73, -0.42)  0.09
H (4.85, 1.26, -3.17)  0.13
H (2.47, 0.50, -2.88)  -0.04
H (2.79, 1.14, 1.31)  0.13
H (5.14, 1.36, 1.19)  0.11
C (-2.44, -0.89, -4.20)  -0.07
O (-1.10, -0.35, -4.53)  -0.25
C (-0.02, -0.73, -3.81)  -1.22
S (1.45, -0.39, -4.52)  0.61
S (-0.29, -1.30, -2.15)  0.62
H (-3.10, -0.57, -5.04)  0.10
H (-2.83, -0.43, -3.28)  0.06
H (-2.43, -1.95, -4.14)  0.07

Summary:
Spin multiplicity: 1
Total energy in hartree: -4154.433656
Charge: -1
Kohn-Sham gap in eV: 4.040
Molecular weight in g mol⁻¹: 643.3

=====

Below is a 12-piece molecular cluster, C17H50B2N11O26P overall at a distorted geometry, with properties calculated with ωB97M-V/def2-TZVPD.

Each line ends with the Löwdin charge.
Atoms and positions in Å:
C (-2.86, 0.07, 4.22)  -0.06
C (-2.77, -0.26, 2.73)  -0.28
O (-2.50, 0.92, 1.96)  0.04
B (-2.41, 0.76, 0.59)  -0.72
O (-2.18, 1.86, -0.22)  0.10
P (-2.64, -0.95, -0.32)  1.17
C (-3.67, -0.59, -1.85)  -0.38
O (-4.81, -1.45, -1.82)  -0.26
C (-4.44, -2.80, -2.12)  -0.12
B (-0.91, -1.58, -0.82)  -0.62
O (-0.62, -1.84, -2.16)  0.07
C (0.14, -1.78, 0.36)  -0.20
C (1.24, -2.80, -0.02)  -0.12
H (-3.65, 0.79, 4.45)  0.08
H (-1.90, 0.41, 4.62)  0.08
H (-3.10, -0.87, 4.73)  0.07
H (-3.72, -0.71, 2.44)  0.11
H (-1.95, -0.98, 2.62)  0.08
H (-1.46, 2.40, 0.13)  0.11
H (-3.08, -0.72, -2.76)  0.06
H (-3.99, 0.45, -1.78)  0.09
H (-4.98, -3.08, -3.04)  0.08
H (-4.74, -3.46, -1.31)  0.08
H (-3.37, -2.91, -2.33)  0.07
H (-0.40, -2.78, -2.27)  0.10
H (-0.41, -2.08, 1.26)  0.07
H (0.58, -0.80, 0.57)  0.09
H (0.79, -3.78, -0.19)  0.08
H (2.01, -2.90, 0.74)  0.04
H (1.71, -2.44, -0.93)  0.05
C (5.79, -3.89, -1.45)  0.04
N (4.43, -3.29, -1.38)  -0.43
O (3.62, -3.63, -2.22)  0.07
O (4.22, -2.50, -0.49)  0.05
H (5.82, -4.57, -2.29)  0.10
H (6.49, -3.07, -1.58)  0.10
H (5.97, -4.41, -0.52)  0.07
C (-1.47, -4.17, 5.55)  0.05
N (-1.13, -3.39, 4.33)  -0.44
O (-1.84, -3.51, 3.35)  0.07
O (-0.15, -2.67, 4.40)  0.06
H (-2.36, -4.76, 5.34)  0.09
H (-0.62, -4.81, 5.77)  0.10
H (-1.65, -3.46, 6.35)  0.10
C (2.61, -0.98, 2.48)  0.03
N (3.16, 0.09, 3.35)  -0.44
O (3.60, 1.09, 2.82)  0.08
O (3.13, -0.10, 4.55)  0.05
H (2.71, -0.68, 1.45)  0.09
H (3.19, -1.88, 2.67)  0.11
H (1.57, -1.13, 2.75)  0.09
C (-3.60, -0.34, -5.45)  0.04
N (-3.30, -0.33, -6.90)  -0.44
O (-2.60, -1.21, -7.35)  0.08
O (-3.78, 0.58, -7.55)  0.05
H (-3.11, -1.20, -4.99)  0.09
H (-3.22, 0.59, -5.02)  0.08
H (-4.68, -0.41, -5.34)  0.11
C (2.96, 1.00, 7.57)  0.03
N (2.99, 0.70, 9.03)  -0.44
O (2.01, 0.18, 9.53)  0.06
O (4.01, 0.99, 9.63)  0.05
H (2.00, 0.68, 7.18)  0.09
H (3.09, 2.06, 7.45)  0.05
H (3.77, 0.45, 7.10)  0.10
C (-4.26, 3.97, -6.28)  0.05
N (-3.36, 3.38, -5.26)  -0.45
O (-2.17, 3.34, -5.51)  0.08
O (-3.88, 2.97, -4.24)  0.04
H (-3.66, 4.28, -7.13)  0.10
H (-4.97, 3.20, -6.57)  0.10
H (-4.77, 4.81, -5.82)  0.06
C (9.37, -6.58, 0.19)  0.04
N (8.00, -6.03, 0.25)  -0.43
O (7.19, -6.39, -0.59)  0.05
O (7.76, -5.23, 1.13)  0.07
H (9.43, -7.27, -0.65)  0.10
H (10.05, -5.75, 0.05)  0.07
H (9.56, -7.09, 1.13)  0.10
C (4.40, 5.36, 9.41)  0.05
N (3.83, 4.30, 8.54)  -0.44
O (2.62, 4.26, 8.41)  0.07
O (4.62, 3.53, 8.03)  0.06
H (3.58, 5.96, 9.80)  0.09
H (4.94, 4.87, 10.22)  0.10
H (5.07, 5.96, 8.80)  0.10
C (10.84, -2.50, -2.54)  0.05
N (10.03, -3.44, -1.73)  -0.43
O (10.17, -4.64, -1.94)  0.05
O (9.28, -2.97, -0.90)  0.07
H (11.46, -3.07, -3.22)  0.10
H (10.15, -1.85, -3.07)  0.10
H (11.45, -1.92, -1.85)  0.10
C (-6.48, 5.63, -3.09)  0.06
N (-7.21, 6.11, -4.29)  -0.43
O (-8.25, 6.72, -4.13)  0.08
O (-6.71, 5.86, -5.37)  0.05
H (-7.04, 5.92, -2.21)  0.10
H (-6.40, 4.55, -3.16)  0.10
H (-5.50, 6.09, -3.10)  0.10
C (-9.96, 7.23, -6.80)  0.03
N (-10.92, 6.89, -7.88)  -0.46
O (-11.28, 7.78, -8.62)  0.06
O (-11.28, 5.73, -7.95)  0.06
H (-9.73, 8.29, -6.86)  0.10
H (-10.43, 6.99, -5.85)  0.09
H (-9.07, 6.63, -6.95)  0.09

Summary:
Spin multiplicity: 1
Total energy in hartree: -3626.396080
Kohn-Sham gap in eV: 7.679
Molecular weight in g mol⁻¹: 877.2

=====

Below is C39H61I2InN4O3P2 as an isolated structure at a distorted geometry, with properties calculated with ωB97M-V/def2-TZVPD.

Each line ends with the Löwdin charge.
Atoms and positions in Å:
In (0.29, 0.25, 0.09)  0.89
I (4.63, -0.69, -2.39)  1.02
C (2.91, -1.85, -2.29)  -0.63
C (2.78, -3.01, -3.09)  -0.19
C (1.64, -3.77, -3.06)  -0.66
I (1.57, -5.53, -4.16)  1.01
C (0.55, -3.36, -2.24)  -0.19
C (-0.71, -4.00, -2.18)  0.00
C (-1.71, -3.50, -1.39)  -0.01
C (-1.49, -2.33, -0.67)  -0.07
N (-0.31, -1.73, -0.68)  0.04
C (0.72, -2.23, -1.43)  -0.15
C (1.94, -1.49, -1.40)  -0.43
O (2.07, -0.47, -0.54)  -0.21
H (3.60, -3.30, -3.73)  0.09
H (-0.88, -4.89, -2.78)  0.08
H (-2.67, -4.00, -1.33)  0.12
H (-2.27, -1.87, -0.08)  0.13
O (0.18, -0.23, 2.05)  -0.29
P (1.07, 0.20, 3.24)  0.59
N (2.64, 0.50, 2.84)  -0.16
C (3.53, -0.61, 2.41)  -0.16
C (4.79, 0.15, 2.01)  -0.14
C (4.25, 1.39, 1.29)  -0.14
C (2.84, 1.60, 1.89)  -0.19
N (0.43, 1.58, 3.81)  -0.18
C (0.99, 2.25, 5.00)  -0.16
C (0.15, 3.52, 5.12)  -0.15
C (-0.17, 3.86, 3.67)  -0.16
C (-0.47, 2.49, 3.06)  -0.17
N (1.11, -0.98, 4.34)  -0.18
C (2.17, -1.25, 5.34)  -0.18
C (1.37, -1.63, 6.58)  -0.16
C (0.21, -2.42, 5.99)  -0.15
C (-0.16, -1.65, 4.73)  -0.16
H (3.11, -1.13, 1.54)  0.11
H (3.69, -1.32, 3.21)  0.10
H (5.45, -0.45, 1.39)  0.12
H (5.33, 0.45, 2.91)  0.12
H (4.18, 1.20, 0.22)  0.07
H (4.88, 2.26, 1.44)  0.12
H (2.10, 1.55, 1.06)  0.05
H (2.70, 2.57, 2.37)  0.12
H (2.05, 2.49, 4.85)  0.12
H (0.91, 1.60, 5.88)  0.11
H (0.69, 4.31, 5.64)  0.12
H (-0.77, 3.31, 5.67)  0.12
H (0.70, 4.31, 3.19)  0.11
H (-1.02, 4.54, 3.57)  0.12
H (-0.28, 2.46, 1.98)  0.08
H (-1.51, 2.21, 3.22)  0.13
H (2.82, -0.38, 5.48)  0.12
H (2.78, -2.10, 5.02)  0.12
H (1.01, -0.73, 7.09)  0.11
H (1.97, -2.21, 7.28)  0.12
H (-0.64, -2.50, 6.67)  0.12
H (0.53, -3.43, 5.73)  0.12
H (-0.93, -0.90, 4.93)  0.12
H (-0.51, -2.29, 3.92)  0.11
O (-0.93, 1.59, -0.74)  -0.38
P (-0.75, 2.61, -1.94)  0.94
C (0.49, 1.90, -3.05)  -0.32
C (0.03, 0.50, -3.53)  -0.18
C (-0.45, 0.53, -4.98)  -0.17
C (0.71, 0.91, -5.92)  -0.17
C (1.67, 1.90, -5.25)  -0.17
C (0.94, 2.78, -4.24)  -0.17
C (-0.22, 4.17, -1.17)  -0.32
C (-0.12, 5.40, -2.09)  -0.18
C (0.69, 6.49, -1.38)  -0.17
C (2.16, 6.08, -1.21)  -0.17
C (2.31, 4.56, -1.07)  -0.17
C (1.10, 3.95, -0.37)  -0.18
C (-2.39, 2.67, -2.70)  -0.32
C (-3.47, 2.95, -1.62)  -0.17
C (-3.86, 4.43, -1.61)  -0.18
C (-4.52, 4.82, -2.94)  -0.17
C (-4.00, 3.98, -4.11)  -0.18
C (-2.53, 3.62, -3.91)  -0.18
H (1.36, 1.77, -2.38)  0.11
H (-0.74, 0.09, -2.88)  0.09
H (0.88, -0.18, -3.47)  0.11
H (-1.26, 1.25, -5.07)  0.09
H (-0.86, -0.44, -5.26)  0.12
H (0.30, 1.33, -6.83)  0.12
H (1.25, 0.01, -6.20)  0.12
H (2.15, 2.52, -6.01)  0.12
H (2.47, 1.37, -4.73)  0.11
H (0.08, 3.26, -4.72)  0.11
H (1.60, 3.57, -3.89)  0.10
H (-1.03, 4.34, -0.45)  0.13
H (-1.11, 5.77, -2.32)  0.10
H (0.37, 5.16, -3.04)  0.11
H (0.23, 6.69, -0.41)  0.12
H (0.62, 7.42, -1.95)  0.12
H (2.56, 6.57, -0.32)  0.12
H (2.74, 6.42, -2.06)  0.12
H (3.21, 4.32, -0.51)  0.12
H (2.44, 4.10, -2.05)  0.10
H (0.99, 4.41, 0.61)  0.12
H (1.27, 2.88, -0.20)  0.05
H (-2.50, 1.63, -3.04)  0.12
H (-3.13, 2.63, -0.63)  0.10
H (-4.36, 2.36, -1.85)  0.13
H (-2.97, 5.04, -1.44)  0.09
H (-4.54, 4.63, -0.78)  0.12
H (-4.35, 5.88, -3.14)  0.12
H (-5.60, 4.69, -2.87)  0.12
H (-4.11, 4.53, -5.05)  0.12
H (-4.58, 3.06, -4.21)  0.12
H (-1.95, 4.53, -3.77)  0.10
H (-2.14, 3.13, -4.81)  0.10

Summary:
Relative energy (zero: lowest compared OMol25 entry of this formula, charge and spin) in kJ/mol: 17.6
Spin multiplicity: 1
Total energy in hartree: -3435.412524
Charge: +2
Kohn-Sham gap in eV: 7.262
Molecular weight in g mol⁻¹: 1064.5